C10H9F3O | ωB97M-V/def2-TZVPD

Calculated values
Electronic energy   -760.967492 hartree
E_HOMO (alpha / beta)   -7.74 / -9.73 eV
Expectation value of S²   2.006
Orbital gap (alpha / beta)   8.1355 / 8.2069 eV
Spin multiplicity   3
Net charge   0

Last column: Löwdin charge in e.
CARTESIAN COORDINATES (ANGSTROEM)
C  1.21605  -2.35326  1.94320  0.142
C  -0.95329  1.62943  1.59505  -0.047
C  1.04878  -1.24834  1.49722  -0.057
C  0.13194  0.95872  1.25536  0.060
C  -2.16909  0.32648  0.17967  0.082
C  2.85064  -0.01404  -0.82791  -0.065
C  0.59353  0.99854  -1.63573  -0.041
C  1.31892  -0.05934  -0.72063  -0.400
C  0.79011  -0.02498  0.69055  -0.221
C  -3.44520  -0.57915  0.00753  -0.625
O  -2.17178  1.00990  1.25993  -0.006
F  -4.36054  0.11990  -0.69616  0.119
F  -4.07849  -1.10311  0.99866  0.204
F  -3.02277  -1.62980  -0.73066  0.104
H  1.20396  -3.24535  2.48998  0.022
H  -1.12401  2.47014  2.16254  0.096
H  3.09964  -0.40431  -1.89174  0.110
H  3.27830  -0.63882  -0.00286  0.090
H  3.15360  1.04931  -0.93199  0.075
H  1.22174  1.96705  -1.37528  0.121
H  0.77503  0.77839  -2.67495  0.061
H  -0.51488  1.03279  -1.54859  0.066
H  1.15783  -1.04015  -1.04320  0.110